Here is the molecule C12H18OS at a distorted geometry from the OMol25 dataset. Energies are from ωB97M-V with the def2-TZVPD basis set.

Structure (ORCA input):
```
! RIJCOSX wB97M-V def2-TZVPD def2/J DEFGRID3
* xyz 0 1
H -1.506 0.095 2.433
H 0.331 -1.327 -2.044
H 2.953 -1.631 -1.813
H -2.180 1.844 1.137
H 1.079 1.245 2.605
H -0.863 1.604 -2.292
H -2.816 -1.024 0.700
C -0.872 0.694 -0.370
H -1.894 2.622 -0.398
O 1.400 -1.982 1.012
C 2.233 -0.198 -0.401
C 0.930 1.376 1.468
C 0.030 -1.527 -0.990
H -0.134 -2.570 -0.840
H -0.441 -1.206 2.447
H -1.922 -0.940 -1.627
C -1.252 -0.816 -0.661
C -2.089 1.615 0.029
H 2.323 -1.872 1.357
H 3.954 -0.184 -1.675
H -1.618 -2.375 0.789
H -2.929 1.165 -0.476
S 2.588 1.207 0.595
C 2.983 -0.625 -1.395
C -0.159 1.406 -1.446
C 1.041 -1.049 0.107
H 0.965 1.143 -1.809
H 0.472 2.341 1.356
C -1.824 -1.257 0.706
H 0.103 2.387 -1.102
C -0.001 0.354 0.832
C -0.884 -0.517 1.768
*
```

## Properties
Energy relative to the best compared isomer or geometry (same formula, charge and spin): 0.0 kJ/mol
HOMO: -8.417 eV
DFT total energy: -941.37752 hartree
SMILES string: C=C1SC[C@]23CC[C@H](C[C@@]12O)C3(C)C
Orbital gap: 9.134 eV

***

Here is C12H18Si as an isolated structure at a distorted geometry from the OMol25 dataset. Energies are from ωB97M-V with the def2-TZVPD basis set.

Structure (ORCA input):
```
! RIJCOSX wB97M-V def2-TZVPD def2/J DEFGRID3
* xyz 0 1
C 0.263 -2.433 0.835
C -3.134 2.836 1.295
H -2.450 3.367 1.864
H 4.004 0.318 -0.655
H -0.161 -2.600 1.730
H -3.139 1.268 2.737
H 0.659 -4.365 0.307
C 1.005 -3.222 -1.470
H -0.020 -0.147 -2.188
C -1.040 -0.013 0.511
H -4.163 3.091 1.475
C -0.205 -0.998 -1.602
C -1.869 0.701 1.045
H 1.500 2.821 -0.446
C 0.699 -3.351 -0.020
C -3.013 1.345 1.663
H -3.918 0.979 1.150
C 0.017 -0.628 -0.088
C 3.014 0.087 -0.953
H 1.522 -3.995 -1.995
H -1.171 -1.536 -1.701
H -2.890 2.975 0.321
H 0.939 -1.939 -3.132
H 1.798 2.758 1.308
H 1.937 0.084 1.725
H 0.326 2.501 0.763
Si 1.672 0.323 0.357
H 2.679 0.594 -1.928
C 1.313 2.285 0.449
C 0.695 -2.099 -2.147
H 3.129 -1.004 -1.210
*
```

## Properties
Energy relative to the best compared isomer or geometry (same formula, charge and spin): 545.5 kJ/mol
HOMO: -8.282 eV
DFT total energy: -757.34357 hartree
Orbital gap: 9.160 eV

***

Copy entry 2 word for word.
Here is C12H18Si as an isolated structure at a distorted geometry from the OMol25 dataset. Energies are from ωB97M-V with the def2-TZVPD basis set.

Structure (ORCA input):
```
! RIJCOSX wB97M-V def2-TZVPD def2/J DEFGRID3
* xyz 0 1
C 0.263 -2.433 0.835
C -3.134 2.836 1.295
H -2.450 3.367 1.864
H 4.004 0.318 -0.655
H -0.161 -2.600 1.730
H -3.139 1.268 2.737
H 0.659 -4.365 0.307
C 1.005 -3.222 -1.470
H -0.020 -0.147 -2.188
C -1.040 -0.013 0.511
H -4.163 3.091 1.475
C -0.205 -0.998 -1.602
C -1.869 0.701 1.045
H 1.500 2.821 -0.446
C 0.699 -3.351 -0.020
C -3.013 1.345 1.663
H -3.918 0.979 1.150
C 0.017 -0.628 -0.088
C 3.014 0.087 -0.953
H 1.522 -3.995 -1.995
H -1.171 -1.536 -1.701
H -2.890 2.975 0.321
H 0.939 -1.939 -3.132
H 1.798 2.758 1.308
H 1.937 0.084 1.725
H 0.326 2.501 0.763
Si 1.672 0.323 0.357
H 2.679 0.594 -1.928
C 1.313 2.285 0.449
C 0.695 -2.099 -2.147
H 3.129 -1.004 -1.210
*
```

## Properties
Energy relative to the best compared isomer or geometry (same formula, charge and spin): 545.5 kJ/mol
HOMO: -8.282 eV
DFT total energy: -757.34357 hartree
Orbital gap: 9.160 eV